1.
Formula: C27H28F16NO8
Source: the Open Molecules 2025 dataset
Level of theory: wB97M-V/def2-TZVPD

Computed properties:
* largest force on an atom: 3.4 eV/A
* Kohn-Sham gap: 6.861 eV
* HOMO level: -5.20 eV
* E_tot: -3300.2140 hartree
* total charge: -1

```
80
Properties=species:S:1:pos:R:3:forces:R:3
F 7.38119 0.19926 2.37502 -0.045 0.093 0.223
F 3.67256 1.67408 -4.40158 0.318 0.015 0.076
F 10.12441 -0.67025 5.23239 -0.189 -0.141 0.150
F 3.37925 0.88594 1.74092 -0.235 -0.429 -0.002
F 6.98802 2.31527 4.25985 -0.014 0.139 -0.402
F 6.58712 2.03463 1.52326 0.035 0.284 0.462
F 1.63158 -0.79587 0.38174 0.526 0.562 0.443
F 2.98062 -0.84156 -1.31906 0.174 0.184 0.144
F 7.55670 -1.42300 4.62447 0.209 0.156 -0.021
F 9.07543 0.93898 4.22851 -0.074 -0.104 0.088
F 5.94205 2.29794 -3.03068 -0.270 0.283 -0.010
F 7.94162 -1.25505 6.75518 0.240 0.335 0.115
F 2.66881 1.72648 -0.10970 -0.283 -0.397 0.219
F 5.18192 0.31859 -2.55566 -0.191 0.075 -0.073
F 2.55912 1.39584 -2.56436 0.187 -0.014 -0.001
F 4.89996 2.33123 3.71782 0.116 -0.079 -0.383
O 5.69581 0.51549 4.66601 0.958 0.274 -0.629
O -8.60345 2.22083 -1.41623 0.470 -0.596 -0.047
O -4.49295 0.12619 -2.56527 0.357 -1.697 -0.840
O -3.59343 -1.20584 -0.94984 0.433 -0.018 -2.547
O 4.77427 0.93945 0.02957 -1.539 -0.215 -0.901
O -3.13623 3.09871 -0.80830 -0.213 -1.079 0.360
O -4.36841 -2.19293 -2.85677 -0.581 0.645 -0.365
O -3.15609 2.70166 -3.01972 -0.476 -1.344 1.761
N -7.61501 0.48225 -2.52551 0.633 -0.088 1.380
C 3.43011 0.74489 0.39340 0.818 1.201 -0.177
C 5.03513 1.99491 -0.90024 0.697 0.357 0.325
C -5.22357 1.04958 -0.50080 1.029 0.745 0.955
C 6.30098 1.01401 2.36690 0.263 -0.444 -0.363
C -7.74863 -0.76586 -1.83384 -0.003 -2.380 0.428
C -3.36054 2.37628 -1.80007 -0.153 1.638 -2.581
C -3.99305 0.97236 -1.47902 0.281 -0.567 0.611
C 9.10469 0.21603 5.36458 0.742 -0.008 0.027
C -7.49001 -3.31771 -1.99077 -0.647 2.758 1.608
C 6.54170 0.35348 5.80051 -0.657 0.011 0.500
C -7.43689 -1.98433 -2.57854 -0.302 -0.908 1.044
C 2.92461 -0.64762 0.01332 -0.226 -0.746 -0.208
C -7.87859 -3.42771 -0.57503 0.288 1.130 -1.832
C -1.45726 0.04321 -1.72529 0.451 -0.734 0.007
C 3.62300 2.02744 -3.09244 -0.441 0.189 -0.644
C -8.17436 -0.91057 -0.43896 0.406 -1.253 -1.215
C -7.57035 1.61590 -1.61185 -0.575 1.388 0.282
C -0.97434 -1.35069 -2.28570 0.863 0.208 0.017
C -4.21391 -1.18849 -2.23971 0.909 0.976 1.794
C -8.23152 -2.23089 0.16308 0.519 -0.311 -1.376
C 5.99665 1.54480 3.76802 -0.447 -0.002 1.350
C -6.28888 2.14383 -0.88460 -0.158 -0.851 0.227
C -0.36684 -2.33014 -1.20527 -0.423 -1.356 -0.946
C -2.84122 0.02451 -0.98959 -1.027 2.024 2.495
C -1.41460 -3.44335 -0.72288 0.388 0.856 -0.034
C 4.92818 1.63854 -2.39682 0.244 -0.635 0.476
C 7.79214 -0.52716 5.60934 -0.714 -0.290 -0.442
H -5.88859 2.99666 -1.48854 -0.028 -0.819 0.395
H -1.37695 0.78908 -2.55373 -0.628 -0.438 0.731
H -2.70586 0.36994 0.07592 0.141 -0.751 -0.940
H -8.44890 -0.00707 0.14467 0.223 -0.826 -0.425
H -7.21581 -4.18556 -2.62503 -0.243 0.674 0.716
H 5.46121 0.45735 1.97081 0.036 0.070 0.282
H -7.11821 -1.93554 -3.65037 -0.307 0.262 1.149
H -0.69354 0.34952 -0.95234 -0.761 -0.202 -0.815
H -7.88280 -4.45850 -0.15329 -0.143 1.146 0.000
H -4.80675 1.35103 0.50477 -0.387 -0.170 -1.044
H 5.91499 -0.17164 6.52390 0.086 -0.158 -0.165
H -5.68765 0.04060 -0.31966 0.449 1.003 -0.499
H -0.13481 -1.12093 -3.00764 -0.855 -0.085 0.687
H -8.53454 -2.36089 1.23105 0.284 0.358 -1.084
H 6.77356 1.30821 6.27628 0.234 -0.035 -0.217
H 3.45392 3.10687 -3.04199 0.103 0.010 0.100
H 9.34408 0.88047 6.19967 -0.135 -0.021 0.052
H -6.80146 0.49696 -3.14647 -0.110 -0.316 0.352
H 3.51941 -1.42822 0.49525 0.076 0.155 0.124
H 0.12832 -1.80435 -0.35362 -0.938 -0.552 -0.920
H 0.44846 -2.91321 -1.73134 -0.635 0.709 0.525
H 6.08195 2.24602 -0.72712 -0.032 -0.221 -0.138
H 4.48749 2.90419 -0.64819 -0.195 -0.179 -0.161
H -6.65200 2.59466 0.08096 0.108 -0.361 -1.141
H -1.82413 -3.09389 0.25632 0.148 -0.742 -0.686
H -2.27198 -3.52408 -1.44083 0.801 0.103 0.638
H -1.74288 -1.89348 -2.89949 0.551 0.592 0.689
H -0.91400 -4.44773 -0.65972 -0.513 0.952 0.265
```
Forces are in eV/Å.

2.
Formula: C27H28GdN2Si
Source: the Open Molecules 2025 dataset
Level of theory: wB97M-V/def2-TZVPD

Computed properties:
* largest force on an atom: 4.8 eV/A
* Kohn-Sham gap (alpha / beta): 6.777 / 4.486 eV
* HOMO level (alpha / beta): -10.55 / -9.02 eV
* 2S+1: 8
* E_tot: -2209.9779 hartree
* total charge: +1
* energy relative to the best compared isomer or geometry (same formula, charge and spin): 0.000 eV

```
59
Properties=species:S:1:pos:R:3:forces:R:3
Gd -0.09080 -0.39825 1.66990 -2.002 4.306 -0.218
Si 1.08347 1.85121 -1.08674 0.576 0.909 -0.421
N -1.67162 -0.75373 -0.22004 -0.641 -0.503 -0.141
N -2.17933 -1.54500 2.34090 -1.042 -1.145 0.606
C -4.60143 -1.66429 1.91763 0.100 0.553 -0.697
C 1.36391 1.33183 -2.92740 -0.063 1.057 0.438
C 0.58452 2.09525 -3.82433 -0.678 -0.536 -0.109
C 0.91675 0.41082 -5.55665 0.560 0.673 0.644
C -2.39395 -2.25700 3.46757 0.183 0.815 -1.311
C -3.05067 -0.84119 0.20896 -0.197 0.407 -0.548
C -4.78748 -2.34228 3.13639 0.463 -0.486 0.320
C -5.67016 -1.31707 1.04646 -0.165 -0.146 -0.495
C 2.73843 2.26061 1.16159 0.253 -0.741 -0.128
C 5.16674 2.11371 -0.15970 0.314 -0.294 -0.201
C 0.31787 1.61117 -5.10154 0.268 -0.507 -0.796
C -5.44107 -0.73206 -0.18342 -0.045 0.223 0.720
C 1.99332 -1.49807 2.34907 0.497 -0.631 -0.524
C 3.90590 2.06297 1.87186 0.925 -0.366 0.314
C 0.37412 -2.76556 1.30193 1.734 -0.709 -0.483
C 3.99666 2.23336 -0.91448 -0.543 -0.671 0.494
C 2.15684 0.31117 -3.43133 -0.718 -0.494 -0.366
C 2.10578 -1.28088 0.95169 0.439 -1.082 -0.114
C 5.12183 1.84583 1.21766 -0.365 0.752 -0.691
C 2.74372 2.15763 -0.24569 -0.206 0.671 0.083
C 1.89330 -0.17621 -4.71830 -0.046 -0.009 -0.664
C 1.12452 -2.06945 0.28948 0.636 -1.171 1.092
C 0.91838 -2.40125 2.56901 0.888 -0.877 -0.345
C -0.38377 2.64673 0.54951 -0.445 1.374 -0.201
C -4.11626 -0.47959 -0.59721 0.530 -0.324 0.178
C -3.66568 -2.68879 3.86042 -0.380 -0.097 0.361
C -3.26807 -1.33512 1.51446 -0.248 -0.394 0.701
H -5.77944 -2.67433 3.47463 0.456 0.331 -0.272
H -0.89245 1.82100 1.01055 -0.617 -0.909 0.320
H 6.11781 2.18164 -0.70543 -0.334 -0.291 0.434
H -1.16326 3.36742 0.17121 0.720 -0.919 0.051
H 2.92494 -0.11845 -2.78824 -0.209 -0.270 -0.236
H 0.15892 3.20263 1.30644 0.386 0.065 0.070
H 6.01142 1.52046 1.74553 -0.048 0.360 0.053
H -0.33301 -3.56329 1.12476 -0.201 0.227 0.052
H -1.31153 -1.69993 -0.41411 -0.301 0.489 -0.096
H 0.08922 3.03796 -3.51787 0.363 -0.820 -0.056
H 4.10137 2.23586 -2.01642 -0.401 0.166 0.777
H 1.07608 -2.22061 -0.78262 -0.270 0.215 0.114
H 2.83718 -0.66277 0.44374 -0.129 0.080 0.197
H -0.35212 2.17234 -5.76474 0.312 -0.247 0.254
H 2.63193 -1.03689 3.09230 -0.160 -0.043 0.041
H 0.52551 0.57417 -0.49882 -0.032 -0.486 0.196
H 0.64778 -2.82078 3.52791 -0.094 0.083 -0.052
H 3.88514 2.04097 2.95684 -0.052 -0.065 -0.040
H 0.33169 2.97471 -1.59461 -0.320 0.941 -0.082
H -6.27138 -0.42638 -0.82518 0.297 -0.257 0.240
H -1.58618 -0.21271 -1.07548 0.071 -0.003 0.049
H 0.73817 0.02516 -6.58119 0.055 0.251 0.930
H 1.84095 2.34910 1.78594 0.138 0.039 -0.633
H -3.75167 -3.28737 4.76296 -0.004 0.148 -0.127
H 2.45919 -1.02568 -5.10356 -0.085 0.197 0.132
H -6.68559 -1.58039 1.33632 0.187 0.133 0.028
H -1.50939 -2.51285 4.05256 -0.287 0.200 -0.058
H -3.92706 -0.04745 -1.58107 -0.021 -0.172 0.218
```
Forces are in eV/Å.

3.
Formula: C27H28N2O6
Source: the Open Molecules 2025 dataset
Level of theory: wB97M-V/def2-TZVPD

Computed properties:
* largest force on an atom: 0.6 eV/A
* SMILES: Cc1ccc(C)c(OCC(=O)Nc2cc(NC(=O)COc3cc(C)ccc3C)cc(C(=O)O)c2)c1
* Kohn-Sham gap: 8.921 eV
* HOMO level: -8.50 eV
* E_tot: -1606.7058 hartree
* energy relative to the best compared isomer or geometry (same formula, charge and spin): 0.121 eV

```
63
Properties=species:S:1:pos:R:3:forces:R:3
O 0.81241 -1.69561 -2.28541 0.174 0.079 -0.204
O 1.46300 -0.22838 5.19249 0.428 0.388 0.145
O -2.15714 -3.42630 -1.41133 -0.269 -0.017 0.158
O 3.60596 2.54145 2.37362 -0.052 0.126 0.180
O 3.46620 2.99050 -1.11910 -0.278 -0.087 -0.271
O -0.19050 -1.66377 4.78083 0.022 0.015 -0.074
N 3.32303 1.02926 0.67963 0.364 -0.303 -0.357
N -0.07834 -2.23578 -0.24258 -0.342 -0.313 0.252
C -5.31039 -1.75481 -0.82925 0.132 -0.013 -0.064
C -3.11013 -2.43016 -1.46787 -0.319 0.051 0.082
C -3.78931 1.00258 -2.91711 -0.054 -0.014 -0.022
C -0.99459 -3.28146 -2.18639 0.249 -0.014 -0.321
C 0.35189 -1.56960 2.01691 0.058 0.094 0.138
C 1.27907 3.30683 -0.09036 0.168 0.085 -0.069
C 2.07765 0.04695 2.53800 -0.020 0.024 0.137
C 0.18291 1.77253 -2.09226 0.089 0.085 0.099
C 2.39119 1.47499 -3.22930 0.032 0.001 0.017
C 1.68163 -0.63110 0.25377 0.070 0.029 0.021
C 0.01980 -2.29485 -1.59206 -0.440 -0.267 0.037
C 1.54222 2.04088 -2.13088 0.241 0.100 0.067
C 0.69992 -0.95894 4.37222 -0.422 -0.332 0.346
C 3.65672 2.24292 1.20518 0.170 0.083 -0.365
C -0.07892 3.01846 -0.05843 0.008 -0.084 -0.043
C -4.47390 -4.01033 -0.07768 0.066 0.019 -0.050
C 4.10235 3.22984 0.11551 0.117 0.216 0.280
C 2.37434 0.13840 1.18488 -0.353 -0.232 0.298
C -4.30832 -2.70917 -0.79976 0.201 -0.119 -0.033
C -3.95575 -0.28104 -2.16154 -0.125 -0.040 0.106
C -2.93463 -1.22307 -2.12694 0.180 -0.142 -0.016
C 2.09098 2.81335 -1.10119 -0.258 -0.034 -0.171
C -0.62008 2.23695 -1.06762 -0.020 0.054 0.026
C -0.92337 3.54550 1.06087 0.009 0.054 -0.011
C 0.66110 -1.47671 0.66424 0.423 0.345 0.246
C 1.06325 -0.81553 2.94281 0.064 0.019 -0.508
C -5.14517 -0.55881 -1.50458 0.077 0.081 -0.052
H 3.46347 0.94035 -0.32079 -0.053 0.159 0.225
H -1.88347 3.03689 1.09419 -0.075 -0.010 0.046
H -0.81949 -2.79767 0.16300 0.121 0.128 -0.175
H -5.50733 -4.15265 0.22605 -0.054 -0.025 0.039
H -0.23667 1.15591 -2.87331 -0.059 -0.110 -0.107
H -4.16943 -4.83685 -0.71687 -0.022 -0.114 0.043
H -0.41904 3.40983 2.01574 -0.023 0.004 0.100
H 3.93457 4.25019 0.48062 -0.021 -0.199 0.034
H 1.69630 3.90651 0.70401 0.085 0.069 0.123
H 1.18149 -0.35861 6.11141 -0.156 -0.157 -0.254
H 5.17300 3.10817 -0.07767 -0.119 0.039 0.074
H 3.44712 1.61055 -3.01244 0.056 -0.054 -0.087
H -1.66891 1.98259 -1.04441 -0.152 -0.029 0.008
H -0.52462 -4.27155 -2.19810 -0.040 0.158 -0.038
H -5.94665 0.16475 -1.52206 -0.090 0.092 0.000
H 2.17473 0.41504 -3.35603 0.030 -0.077 -0.045
H -3.84386 -4.03382 0.81140 0.023 -0.100 0.083
H 2.60774 0.64724 3.25744 0.044 -0.007 0.003
H -1.21649 -2.99585 -3.22067 0.064 0.056 0.169
H 1.91420 -0.55331 -0.79532 0.005 0.040 -0.077
H -0.43666 -2.21721 2.36949 -0.092 -0.084 0.036
H -2.75640 1.15239 -3.21929 0.080 0.073 -0.044
H -4.40954 0.98790 -3.81360 0.013 0.067 -0.073
H -1.10391 4.61222 0.92639 -0.061 0.062 0.053
H -4.10620 1.85009 -2.31168 0.018 0.094 -0.003
H 2.17127 1.97721 -4.17067 0.054 0.013 -0.098
H -2.00139 -0.99598 -2.61943 0.121 0.029 -0.099
H -6.24079 -1.95666 -0.31888 -0.092 -0.053 0.059
```
Forces are in eV/Å.

4.
Formula: C27H28N5O4PdSe2
Source: the Open Molecules 2025 dataset
Level of theory: wB97M-V/def2-TZVPD

Computed properties:
* largest force on an atom: 1.7 eV/A
* Kohn-Sham gap (alpha / beta): 7.512 / 6.068 eV
* HOMO level (alpha / beta): -10.04 / -10.04 eV
* 2S+1: 3
* E_tot: -6550.9605 hartree
* total charge: +1
* energy relative to the best compared isomer or geometry (same formula, charge and spin): 0.000 eV

```
67
Properties=species:S:1:pos:R:3:forces:R:3
Pd 0.24707 1.58525 0.64732 0.033 -1.745 0.062
Se -1.46523 3.97265 -0.61638 -0.370 0.136 -0.141
Se 0.03587 5.04155 0.75212 0.159 0.484 0.151
O 4.40527 0.70695 2.05872 -0.189 0.108 0.229
O 2.31217 1.37995 1.96712 -0.163 0.185 0.111
O -1.05343 -0.16385 1.30222 0.621 0.285 0.457
O -1.25223 0.63405 -0.72938 0.385 0.671 -0.012
N 1.65797 -0.38855 0.05182 -0.340 0.557 0.257
N -2.19653 -1.62425 -2.28908 -0.207 0.099 -0.661
N 2.95227 -0.30675 0.58872 0.104 -0.355 -0.056
N -1.63223 2.56445 1.76402 0.200 -0.137 -0.606
N 1.60667 3.02065 -0.39188 -0.041 0.099 0.448
C -2.40513 3.03915 0.79042 0.128 0.190 0.203
C -0.10823 -1.29765 -3.35278 -0.006 0.058 0.137
C 2.88037 4.68455 0.76202 -0.215 -0.017 0.012
C 4.05297 4.08015 0.35892 -0.256 -0.118 -0.005
C -2.82963 -0.99625 -0.01658 0.011 -0.019 -0.377
C -2.21153 1.99075 2.81562 -0.221 -0.008 0.175
C -3.11003 -1.59595 -1.25268 -0.505 0.193 0.613
C -5.26673 -2.25875 -0.38848 -0.003 0.081 0.045
C -1.63333 -0.14065 0.18642 -0.476 -0.518 -0.108
C -3.78703 2.92725 0.79532 0.143 0.044 -0.202
C 1.67497 4.11995 0.35322 -0.112 0.082 -0.325
C -0.82673 -1.82725 -2.27408 0.502 -0.273 -0.173
C -3.73033 -1.10975 1.03632 -0.005 -0.058 -0.070
C -4.94783 -1.73815 0.86032 0.011 -0.003 0.033
C 5.48157 -0.09525 1.58312 0.299 -0.134 -0.055
C 3.98567 2.97045 -0.48058 -0.114 0.013 -0.102
C -4.36523 -2.18725 -1.43038 0.212 0.021 0.002
C 2.74547 2.47515 -0.83018 0.358 0.127 -0.190
C 1.19737 -2.91925 -1.52598 0.066 0.063 -0.225
C -4.38753 2.28575 1.86532 0.270 -0.013 0.023
C 3.17537 0.61815 1.57242 -0.282 -0.007 -0.280
C 1.88517 -2.38575 -2.61048 0.012 -0.053 0.107
C -0.16703 -2.65395 -1.34348 -0.010 0.057 -0.109
C -0.90103 -3.31525 -0.21498 -0.016 -0.112 -0.029
C 1.22917 -1.57665 -3.52188 -0.011 -0.040 -0.006
C -3.58593 1.83175 2.90462 0.033 0.161 0.031
C 1.94797 -3.83295 -0.59778 -0.047 -0.028 -0.074
H 4.88337 2.50075 -0.84728 0.085 -0.053 -0.106
H -4.02103 1.35705 3.76872 0.001 -0.046 0.122
H -4.36573 3.32755 -0.02298 -0.054 0.049 -0.028
H -2.58283 -1.47545 -3.21058 0.041 -0.045 0.162
H -1.92313 -3.54975 -0.50048 -0.004 -0.087 0.063
H 1.69467 -0.54495 -0.95588 0.060 -0.082 0.215
H 5.36287 -1.14435 1.86912 -0.069 0.077 -0.008
H 1.77987 -3.59705 0.45252 -0.003 -0.031 0.107
H -0.40923 -4.24055 0.06782 -0.015 -0.077 0.052
H -0.61993 -0.67605 -4.07078 -0.119 0.118 -0.063
H -1.54373 1.65665 3.59802 -0.034 -0.147 -0.010
H -5.46093 2.15695 1.88592 -0.010 0.000 0.054
H -3.45213 -0.66865 1.98082 -0.042 -0.033 0.098
H 1.08927 -1.12145 0.48772 0.297 0.246 -0.113
H 5.60647 -0.00635 0.50052 -0.064 0.030 0.074
H 1.76167 -1.19275 -4.37608 0.046 0.123 -0.151
H 3.57017 -1.10695 0.49052 -0.240 0.221 -0.025
H 1.63117 -4.86325 -0.76158 0.019 -0.094 0.140
H -6.21383 -2.75285 -0.54318 -0.108 -0.002 -0.018
H -0.94943 -2.66975 0.66482 -0.046 -0.088 0.111
H 2.92457 -2.64265 -2.76278 0.081 0.008 0.016
H 2.86877 5.56745 1.38492 0.098 0.051 -0.005
H 3.01597 -3.78805 -0.80558 0.033 -0.008 0.026
H 5.00377 4.47225 0.68212 0.125 0.051 0.002
H 6.36577 0.30085 2.08182 -0.102 -0.098 -0.105
H 2.62837 1.62955 -1.49848 0.086 -0.041 0.119
H -5.64833 -1.81515 1.67762 -0.041 -0.023 0.074
H -4.60683 -2.62775 -2.38658 0.014 -0.092 -0.094
```
Forces are in eV/Å.